No. 1
Here is a single C24H31N3O3 molecule from the Open Molecules 2025 dataset. Energies are from wB97M-V/def2-TZVPD.

Last column: Mulliken charge in e.
Element x y z (Å)
C -7.902 -2.552 -1.280  -0.736
O -7.677 -1.199 -0.983  -0.394
C -6.740 -0.957 0.049  0.253
C -5.289 -1.198 -0.391  -0.799
C -4.323 -0.791 0.725  -0.719
N -4.535 0.584 1.104  0.108
C -3.705 1.617 0.805  0.226
O -4.037 2.779 0.953  -0.668
C -2.336 1.253 0.329  0.166
C -1.907 1.676 -0.926  -0.636
C -0.627 1.405 -1.354  -0.795
C 0.274 0.724 -0.529  0.686
O 1.497 0.502 -1.069  -0.365
C 2.539 -0.065 -0.287  -0.022
C 3.118 0.950 0.705  -0.438
C 3.786 2.101 -0.057  -1.149
N 4.803 1.683 -0.996  0.170
C 6.141 1.458 -0.484  -1.216
C 6.424 0.126 0.175  0.996
C 7.067 -0.897 -0.521  -0.699
C 7.298 -2.103 0.118  -0.342
C 6.885 -2.252 1.433  -0.525
C 6.262 -1.175 2.043  -0.226
N 6.040 -0.023 1.437  -0.484
C 4.290 0.705 -1.927  -1.124
C 3.627 -0.513 -1.267  -0.721
C -0.146 0.322 0.736  0.112
C -1.440 0.584 1.152  -0.622
C -5.883 0.862 1.553  -0.995
C -6.899 0.505 0.470  -0.699
H -8.738 -2.576 -1.976  0.281
H -8.165 -3.118 -0.377  0.304
H -7.031 -3.023 -1.751  0.281
H -6.967 -1.615 0.907  0.247
H -5.130 -2.249 -0.636  0.443
H -5.093 -0.601 -1.283  0.167
H -3.294 -0.927 0.391  0.467
H -4.495 -1.426 1.604  0.266
H -2.589 2.219 -1.563  0.441
H -0.288 1.718 -2.329  0.430
H 2.159 -0.948 0.249  0.337
H 3.855 0.453 1.336  0.300
H 2.326 1.354 1.337  0.603
H 4.228 2.804 0.651  0.396
H 3.019 2.629 -0.636  0.416
H 6.345 2.249 0.241  0.384
H 6.828 1.575 -1.330  0.421
H 7.380 -0.745 -1.543  0.347
H 7.795 -2.912 -0.399  0.403
H 7.047 -3.174 1.970  0.416
H 5.924 -1.232 3.070  0.409
H 5.102 0.379 -2.580  0.371
H 3.535 1.209 -2.539  0.444
H 4.363 -1.103 -0.720  0.259
H 3.180 -1.142 -2.037  0.531
H 0.520 -0.195 1.408  0.365
H -1.751 0.274 2.140  0.441
H -5.936 1.925 1.791  0.514
H -6.078 0.276 2.459  0.338
H -7.912 0.674 0.833  0.376
H -6.743 1.135 -0.406  0.259

Force components x, y, z for each atom (eV/Å):
0.04 -0.07 -0.02
0.02 0.25 0.07
0.21 0.28 -0.05
-0.27 -0.10 0.24
0.10 -0.34 -0.34
-0.12 -0.08 0.17
0.13 -0.07 0.11
-0.01 0.29 -0.14
0.23 0.10 0.06
-0.04 -0.08 0.14
0.20 -0.08 0.04
-0.30 0.13 -0.06
-0.13 0.09 -0.21
0.43 -0.40 0.47
-0.21 0.07 -0.29
-0.17 0.00 0.23
0.14 0.05 0.04
-0.01 0.10 -0.19
0.28 -0.09 -0.24
-0.02 0.05 0.13
-0.03 0.01 0.06
0.01 0.00 -0.11
0.04 -0.28 0.14
-0.03 0.40 0.12
-0.08 -0.17 -0.10
-0.24 0.27 0.01
0.35 -0.12 -0.03
-0.22 0.17 -0.18
-0.26 0.35 0.01
0.05 -0.42 0.09
0.02 -0.11 0.00
-0.01 -0.01 -0.03
-0.04 -0.02 0.01
0.01 0.06 -0.06
0.02 -0.03 -0.04
0.02 0.01 -0.06
-0.17 -0.06 0.12
0.09 0.00 -0.04
-0.06 0.08 -0.07
0.04 0.04 -0.12
0.00 0.16 -0.12
-0.16 0.04 0.01
-0.03 -0.02 0.07
-0.04 0.05 -0.03
0.01 0.06 0.12
0.08 -0.05 -0.05
0.04 -0.01 0.11
0.02 0.04 -0.10
0.03 -0.05 -0.03
0.00 -0.06 0.06
0.02 -0.10 0.09
-0.02 0.02 -0.08
0.07 -0.08 -0.10
-0.05 -0.05 0.01
-0.01 -0.08 0.01
0.10 -0.01 0.03
-0.03 -0.05 0.09
-0.02 -0.19 0.06
0.00 0.05 -0.01
-0.05 0.01 0.00
0.01 0.06 -0.04

Properties
SMILES: COC1CCN(C(=O)c2ccc(OC3CCN(Cc4ccccn4)CC3)cc2)CC1
E_tot, hartree: -1323.1215
HOMO level, eV: -8.1
Energy above the lowest of the compared OMol25 structures with the same formula, charge and spin, kJ/mol: 184.4
Frontier orbital gap, eV: 8.82
Total charge: 0
Maximum force, hartree/bohr: 0.015

=====

No. 2
Here is 2 unconnected molecules or ions with the total composition C3H10N4O from the Open Molecules 2025 dataset. Energies are from wB97M-V/def2-TZVPD.

Last column: Mulliken charge in e.
Element x y z (Å)
H -1.568 -1.281 0.359  0.239
N -1.713 -0.401 -0.181  -0.490
N -1.159 0.594 0.273  0.038
C -0.564 0.681 1.542  0.504
N -1.463 0.627 2.578  -0.407
N 0.695 0.809 1.623  -0.583
H 1.048 0.982 2.557  0.147
H -2.444 0.728 2.373  0.237
H -1.164 0.971 3.477  0.229
C 0.403 -0.944 -2.289  -0.815
C 1.250 0.059 -1.523  -0.248
O 1.930 -0.547 -0.456  -0.580
H -0.516 -1.137 -1.720  0.147
H 0.952 -1.872 -2.427  0.297
H 0.119 -0.539 -3.257  0.299
H 1.989 0.527 -2.192  0.254
H 0.537 0.839 -1.105  0.326
H 1.667 -0.094 0.370  0.406

Force components x, y, z for each atom (eV/Å):
0.04 0.30 0.46
0.07 -0.32 -0.12
-1.10 0.62 -0.44
0.68 -0.65 1.16
-0.22 0.05 -0.19
0.08 0.24 -0.21
-0.15 -0.11 0.09
0.08 0.08 -0.01
-0.02 -0.03 -0.10
0.01 0.13 0.30
-0.75 0.72 0.16
0.15 -0.39 0.35
0.29 -0.23 -0.39
0.04 -0.10 -0.06
-0.07 0.00 -0.13
-0.27 0.11 0.12
1.04 -0.42 -0.73
0.08 0.01 -0.27

Properties
SMILES: [H]/N=N\C(N)=N\[H].CCO
E_tot, hartree: -414.4922
HOMO level, eV: -9.3
Energy above the lowest of the compared OMol25 structures with the same formula, charge and spin, kJ/mol: 317.7
Frontier orbital gap, eV: 9.32
Total charge: 0
Maximum force, hartree/bohr: 0.029

=====

No. 3
Here is a single C5H7NO molecule from the Open Molecules 2025 dataset. Energies are from wB97M-V/def2-TZVPD.

Last column: Mulliken charge in e.
Element x y z (Å)
C 1.317 0.332 -0.118  0.232
C -0.763 1.539 0.059  -0.348
C 0.704 1.587 -0.131  -0.572
C -0.931 0.123 -0.191  -0.163
C 0.089 -2.003 0.113  -0.932
N 0.087 -0.598 0.195  0.233
O 2.438 -0.145 -0.366  -0.688
H -1.247 1.943 0.990  0.261
H -1.245 2.349 -0.664  0.233
H 1.288 2.495 -0.175  0.384
H -1.884 -0.490 -0.105  0.320
H 1.043 -2.569 0.133  0.309
H -0.386 -2.248 1.022  0.402
H -0.512 -2.314 -0.761  0.329

Force components x, y, z for each atom (eV/Å):
1.65 1.52 -0.22
0.04 3.27 -2.37
1.88 -0.19 1.18
-3.06 -3.49 3.87
-0.17 -1.84 -0.43
0.74 2.96 -3.64
-2.01 0.12 0.77
0.54 -1.13 -0.16
0.52 -2.19 0.73
-0.09 -0.11 -0.13
0.67 1.12 -0.82
-0.14 1.26 -0.30
-0.90 -1.18 0.96
0.34 -0.14 0.56

Properties
E_tot, hartree: -324.5999
HOMO level (alpha / beta), eV: -7.1 / -7.1
Energy above the lowest of the compared OMol25 structures with the same formula, charge and spin, kJ/mol: 326.9
Frontier orbital gap (alpha / beta), eV: 6.44 / 6.44
Total charge: 0
Maximum force, hartree/bohr: 0.118